No. 1
Entry from the Open Molecules 2025 dataset: a molecular structure, C22H60F3NaO20 in a non-equilibrium geometry (wB97M-V/def2-TZVPD).

```
106
C22H60F3NaO20 | the Open Molecules 2025 dataset | wB97M-V/def2-TZVPD
Na 3.0079 1.3875 2.9620
C 0.5945 -0.0812 0.8351
O -0.4372 0.8734 1.1954
O 1.8034 0.5478 0.9682
C 0.2747 -1.3669 1.7611
F 1.2822 -2.2343 1.5613
F 0.1160 -1.1697 3.0522
F -0.7974 -2.0712 1.3339
C -1.6567 0.7882 0.4676
C -2.7489 1.5102 1.2578
H -3.0277 1.0738 2.2178
H -2.4916 2.5655 1.3646
H -3.6812 1.5448 0.6917
H -2.0802 -0.1696 0.1634
H -1.4964 1.4409 -0.3953
H 0.5885 -0.1328 -0.2582
C -0.0565 1.3834 -3.8310
C 0.9087 0.1847 -3.7789
O 1.9980 0.5615 -4.6259
O -0.7739 1.3492 -5.0500
H 0.4282 2.3562 -3.9023
H -0.7169 1.3180 -2.9613
H 0.4946 -0.7559 -4.1452
H 1.2114 0.0565 -2.7377
H 1.8287 1.3631 -5.1227
H -1.2069 0.4942 -5.1266
C 2.6183 -3.0111 -1.4234
C 1.2866 -3.8028 -1.2838
O 1.1318 -4.7498 -2.3218
O 3.7424 -3.8315 -1.6486
H 2.8572 -2.2908 -0.6424
H 2.3473 -2.5917 -2.3959
H 0.4759 -3.0820 -1.1944
H 1.4312 -4.4284 -0.3960
H 1.9415 -5.2699 -2.3207
H 3.9963 -4.3097 -0.8536
C -1.7588 -3.5009 -2.3952
C -1.6970 -4.7242 -1.4881
O -2.8976 -4.8308 -0.7216
O -1.9138 -2.2975 -1.6384
H -2.4764 -3.5459 -3.2157
H -0.7443 -3.4187 -2.7912
H -0.8208 -4.5164 -0.8725
H -1.4018 -5.4943 -2.2063
H -2.8436 -5.3033 0.1109
H -2.8599 -2.1677 -1.4791
C -4.7038 2.5070 -3.4599
C -4.8389 1.2003 -2.6857
O -3.8982 0.2944 -3.3232
O -4.7320 2.3109 -4.9016
H -3.8326 3.0943 -3.1659
H -5.5299 3.2165 -3.3854
H -5.8482 0.8017 -2.8107
H -4.5817 1.1362 -1.6291
H -3.6138 0.6595 -4.1658
H -3.9680 2.7084 -5.3271
C -5.0537 -1.0616 0.3604
C -6.5005 -1.5256 0.4073
O -6.4724 -2.9204 0.3644
O -4.4611 -1.5508 -0.8952
H -4.3890 -1.3329 1.1792
H -5.0245 0.0299 0.3942
H -6.9859 -1.1365 -0.4947
H -7.1385 -1.2435 1.2447
H -5.7830 -3.1501 -0.2696
H -4.5979 -0.8984 -1.5909
C 0.9940 3.5153 4.9865
C -0.0489 2.8012 4.0864
O 0.3926 1.4633 3.9236
O 2.1869 3.5950 4.1914
H 1.2710 2.7631 5.7282
H 0.6250 4.4255 5.4559
H -0.0968 3.1899 3.0651
H -1.0722 2.8420 4.4657
H -0.1926 1.0643 3.2697
H 2.9177 4.0031 4.6636
C 0.8248 5.6795 0.5314
C -0.0604 4.5054 0.3162
O 0.7169 3.3663 0.4242
O 1.1473 6.0440 1.8836
H 0.3596 6.5734 0.1125
H 1.7928 5.5648 0.0397
H -0.4728 4.4995 -0.6985
H -0.8826 4.4778 1.0382
H 0.2204 2.5666 0.6357
H 1.4475 5.2443 2.3304
C 5.0918 -0.2038 -0.7996
C 6.4585 -0.3722 -0.2039
O 6.4540 -1.3208 0.8829
O 4.4285 0.9176 -0.2504
H 4.5595 -1.1511 -0.6910
H 5.1345 -0.0818 -1.8850
H 6.8646 0.5913 0.1087
H 7.1379 -0.7901 -0.9486
H 5.5448 -1.3562 1.2032
H 3.5501 0.7011 0.0885
C 3.7558 -2.0091 3.3544
C 4.3142 -1.3603 4.5906
O 3.4703 -0.2342 4.9913
O 3.8409 -1.3330 2.1130
H 2.7200 -2.2582 3.5960
H 4.2589 -2.9590 3.1674
H 5.3664 -1.0718 4.5485
H 4.2840 -2.0337 5.4496
H 3.8176 0.1743 5.7882
H 3.0512 -0.8223 1.8822
```

Computed properties:
* E_tot: -77300.8688 eV
* ΔE to the lowest compared entry with this formula, charge and spin: 0.893 eV

No. 2
Entry from the Open Molecules 2025 dataset: a molecular structure, C19H30N6O4PSV (wB97M-V/def2-TZVPD).

```
62
C19H30N6O4PSV | the Open Molecules 2025 dataset | wB97M-V/def2-TZVPD
V 0.0781 0.4674 -0.3909
O 3.5927 -1.2979 0.5666
C 2.5113 -0.9427 0.1175
N 1.8784 0.2247 0.3314
C 2.6343 1.3912 0.6958
C 2.1485 2.5458 -0.1506
C 2.7820 3.7799 -0.1390
C 2.2945 4.8021 -0.9348
C 1.1733 4.5649 -1.7174
C 0.5913 3.3128 -1.6678
N 1.0633 2.3204 -0.9086
C 1.7746 -1.7916 -0.8865
C 2.2502 -3.0547 -1.1904
C 1.6503 -3.7675 -2.2136
C 0.6020 -3.1702 -2.8980
C 0.1843 -1.9071 -2.5204
N 0.7457 -1.2116 -1.5294
H 3.7076 1.2365 0.5420
H 2.5203 1.6645 1.7552
H 3.6529 3.9246 0.4862
H 2.7828 5.7670 -0.9466
H 0.7531 5.3280 -2.3555
H -0.2974 3.0830 -2.2433
H 3.0931 -3.4264 -0.6258
H 1.9935 -4.7561 -2.4849
H 0.1033 -3.6676 -3.7177
H -0.6402 -1.4333 -3.0350
N 0.2872 -0.3258 2.9012
N -0.8121 -1.1517 3.2004
C -1.5398 -1.7249 2.2359
N -2.5559 -2.5034 2.6447
S -1.2246 -1.5829 0.5784
H 1.0477 -0.8812 2.5115
H 0.6010 0.0798 3.7751
H -0.9126 -1.4746 4.1519
H -2.6661 -2.7865 3.6044
H -3.0526 -3.0209 1.9404
C -4.9339 3.9562 1.3616
C -4.7617 3.2105 0.0623
O -3.3587 2.9443 -0.1843
P -2.7651 1.4988 0.1865
O -1.2897 1.9463 0.7448
C -1.1577 2.5942 2.0302
C -0.8571 4.0608 1.8321
O -1.9459 1.0753 -1.2353
C -2.6967 0.3389 -2.2329
C -3.8502 1.1409 -2.7924
H -5.9863 4.1938 1.5180
H -4.3733 4.8902 1.3500
H -4.5968 3.3539 2.2068
H -5.0970 3.7982 -0.7906
H -5.3141 2.2667 0.0649
H -0.3513 2.0721 2.5409
H -2.0756 2.4333 2.6055
H 0.0543 4.1823 1.2446
H -0.7056 4.5436 2.7982
H -1.6729 4.5632 1.3147
H -3.0257 -0.6043 -1.7884
H -1.9741 0.1168 -3.0154
H -4.6666 1.2366 -2.0758
H -4.2473 0.6428 -3.6768
H -3.5195 2.1387 -3.0803
```

Computed properties:
* E_tot: -83129.3902 eV
* ΔE to the lowest compared entry with this formula, charge and spin: 0.000 eV
* <S²>: 0.7615
* net charge: +1
* 2S+1: 2

No. 3
Entry from the Open Molecules 2025 dataset: 12 unconnected molecules or ions with the total composition C65H134F15N7O15S5 in a non-equilibrium geometry (wB97M-V/def2-TZVPD).

```
241
C65H134F15N7O15S5 | the Open Molecules 2025 dataset | wB97M-V/def2-TZVPD
C -3.8723 -0.6889 5.9137
C -4.7014 -0.2579 4.7521
C -5.2147 1.1967 4.8126
N -6.5595 1.3784 3.9965
C -6.2682 0.9733 2.5344
C -7.7895 0.7500 4.5867
C -9.0189 1.5621 4.1299
C -8.4683 2.8953 3.6654
C -7.0012 2.8851 4.0730
H -3.4316 -1.6718 5.7469
H -4.4831 -0.7556 6.8140
H -3.0648 -0.0148 6.1997
H -5.5715 -0.9016 4.6226
H -4.0480 -0.4285 3.8966
H -4.4463 1.8426 4.3879
H -5.5408 1.4219 5.8281
H -5.4256 1.5126 2.1015
H -7.1134 1.1686 1.8745
H -6.1924 -0.1111 2.4536
H -7.8271 -0.2062 4.0650
H -7.5484 0.6286 5.6428
H -9.4154 1.0170 3.2733
H -9.9237 1.6159 4.7353
H -8.6010 3.1150 2.6061
H -9.0262 3.6288 4.2476
H -6.3019 3.5639 3.5850
H -7.0376 3.2565 5.0971
C 3.2706 1.2574 -6.6458
C 4.7446 0.8136 -6.6529
C 5.5461 1.0663 -7.9459
N 7.0755 0.6392 -7.8476
C 7.8316 1.6224 -6.8990
C 7.7875 0.7307 -9.2216
C 8.7300 -0.4931 -9.3676
C 8.4321 -1.4162 -8.2681
C 7.1623 -0.9000 -7.5526
H 2.7851 0.6930 -7.4420
H 3.2355 2.3245 -6.8653
H 2.7822 1.0512 -5.6935
H 4.7424 -0.2619 -6.4755
H 5.2158 1.3220 -5.8118
H 5.5159 2.1364 -8.1514
H 5.0928 0.6289 -8.8355
H 7.4751 1.5097 -5.8752
H 7.5177 2.5813 -7.3114
H 8.9080 1.5372 -7.0487
H 8.1970 1.7219 -9.4161
H 7.0497 0.5382 -10.0006
H 9.7763 -0.1941 -9.3049
H 8.6320 -0.9318 -10.3606
H 9.2813 -1.4729 -7.5871
H 8.2265 -2.4415 -8.5757
H 7.1381 -1.1607 -6.4945
H 6.2853 -1.3995 -7.9642
C 0.1504 -10.5432 -0.5159
C -0.4505 -9.2594 -1.1797
C -1.9640 -8.9156 -0.8465
N -2.5917 -7.6971 -1.5440
C -2.5296 -7.8220 -3.0271
C -1.9142 -6.4271 -0.9325
C -3.0501 -5.3609 -1.0598
C -4.4034 -6.0262 -1.2129
C -4.0776 -7.4972 -1.0658
H 0.4339 -10.2478 0.4943
H 1.1109 -10.8229 -0.9485
H -0.6279 -11.2987 -0.6234
H -0.4474 -9.4118 -2.2590
H 0.1050 -8.3322 -1.0386
H -2.0896 -8.8307 0.2329
H -2.5554 -9.7324 -1.2601
H -2.9227 -8.8019 -3.2978
H -1.5323 -7.7414 -3.4595
H -3.2213 -7.0640 -3.3946
H -0.9657 -6.3262 -1.4601
H -1.7149 -6.6633 0.1127
H -2.7331 -4.7646 -1.9154
H -2.9799 -4.8138 -0.1196
H -4.8936 -5.8456 -2.1696
H -5.1156 -5.6448 -0.4813
H -4.5867 -8.2007 -1.7246
H -4.1551 -7.9524 -0.0784
C -0.2392 -0.0781 -3.9596
C 0.2628 -0.8122 -2.7523
C -0.6692 -0.5449 -1.5528
N -0.4068 -1.4545 -0.2891
C -1.3829 -0.9487 0.7825
C -1.1753 -1.6043 2.0697
C 0.3146 -1.6072 2.6818
C 1.4040 -2.0024 1.6013
C 1.0438 -1.2280 0.2573
C -0.7384 -2.8556 -0.7283
H -1.2639 -0.3469 -4.2164
H 0.3719 -0.0366 -4.8612
H -0.1480 0.9700 -3.6747
H 1.2862 -0.5290 -2.5064
H 0.2127 -1.8783 -2.9737
H -1.7331 -0.6008 -1.7830
H -0.4921 0.4970 -1.2858
H -1.2027 0.1127 0.9532
H -2.4266 -1.0398 0.4814
H -1.7201 -1.0042 2.7985
H -1.6791 -2.5692 2.1278
H 0.3924 -0.6539 3.2045
H 0.3535 -2.3304 3.4965
H 2.4061 -1.8000 1.9794
H 1.4430 -3.0741 1.4062
H 1.2114 -0.1671 0.4434
H 1.7893 -1.4662 -0.5014
H -0.0557 -3.1948 -1.5074
H -1.7010 -2.9858 -1.2229
H -0.7332 -3.4925 0.1563
C 3.5759 6.6368 -0.3738
C 4.4366 5.5102 0.1812
C 3.7832 4.2516 0.6703
N 4.6727 2.9820 0.7760
C 3.8477 1.6969 1.1727
C 3.4276 1.7356 2.6015
C 4.6602 1.8292 3.4569
C 5.5638 3.0647 3.2030
C 5.9070 3.1202 1.6608
C 5.1114 2.6788 -0.6627
H 3.1468 6.4562 -1.3594
H 4.1774 7.5264 -0.5607
H 2.7542 6.9262 0.2814
H 4.7162 5.9339 1.1458
H 5.3882 5.4288 -0.3439
H 2.9534 3.9616 0.0257
H 3.3581 4.3709 1.6669
H 3.0086 1.5512 0.4924
H 4.5138 0.8459 1.0306
H 2.7344 2.5686 2.7185
H 2.9459 0.7829 2.8220
H 4.4417 1.5507 4.4878
H 5.2446 0.9672 3.1353
H 5.0460 4.0003 3.4143
H 6.4894 2.9842 3.7730
H 6.5053 3.9661 1.3223
H 6.5492 2.2893 1.3686
H 5.6678 3.5055 -1.1044
H 4.2217 2.3676 -1.2101
H 5.7232 1.7767 -0.6740
C 4.6549 3.9940 6.5665
C 3.4598 3.6880 7.4631
C 2.6571 2.5074 6.8234
N 1.2759 2.2246 7.5866
C 0.2393 3.2922 7.6324
C -0.3452 3.6672 6.2541
C -0.9312 2.3583 5.6132
C 0.2288 1.2815 5.4767
C 0.6685 0.9486 6.8989
C 1.6421 1.8441 9.0821
H 5.1956 3.0515 6.4791
H 5.4786 4.6242 6.9018
H 4.3796 4.3411 5.5706
H 2.7927 4.5489 7.4193
H 3.6777 3.5680 8.5243
H 3.2167 1.5745 6.7560
H 2.3255 2.9285 5.8742
H 0.7354 4.1339 8.1156
H -0.6150 2.9362 8.2083
H 0.4502 4.1316 5.6713
H -1.1598 4.3849 6.3516
H -1.2807 2.6023 4.6100
H -1.8026 2.0361 6.1833
H 0.9662 1.6505 4.7639
H -0.1368 0.3252 5.1025
H 1.4564 0.1963 6.8605
H -0.2074 0.6157 7.4558
H 2.2239 0.9247 9.0153
H 0.6828 1.5438 9.5035
H 2.0314 2.7256 9.5916
C -0.2874 5.6736 -2.2092
C -1.6748 5.2750 -2.5653
C -1.9683 3.8672 -3.1025
N -3.4029 3.6160 -3.6516
C -3.6387 2.1216 -3.8940
C -3.5313 1.2287 -2.6169
C -4.5425 1.7177 -1.5690
C -4.4257 3.2373 -1.3385
C -4.6119 3.9733 -2.6806
C -3.6882 4.4973 -4.8745
H -0.1535 6.5311 -1.5497
H 0.2292 5.8271 -3.1566
H 0.1266 4.8283 -1.6595
H -2.0256 5.9966 -3.3031
H -2.1958 5.3406 -1.6101
H -1.8214 3.0708 -2.3729
H -1.3311 3.5693 -3.9351
H -2.9943 1.7639 -4.6970
H -4.6533 2.1048 -4.2920
H -2.4803 1.0874 -2.3651
H -3.8494 0.2202 -2.8812
H -4.4605 1.0684 -0.6973
H -5.5476 1.4493 -1.8944
H -3.4805 3.4948 -0.8604
H -5.1496 3.6135 -0.6156
H -4.5866 5.0366 -2.4424
H -5.5506 3.7435 -3.1848
H -2.9311 4.2826 -5.6288
H -3.5859 5.5242 -4.5238
H -4.7060 4.3618 -5.2404
C -0.3672 -5.7337 3.5148
F -0.5000 -5.2305 2.2845
F 0.8818 -5.6306 3.9420
F -1.1772 -5.0490 4.3204
S -0.9749 -7.5802 3.4333
O -0.0744 -8.1745 2.4116
O -0.7833 -8.1799 4.7633
O -2.3682 -7.4757 3.0559
C -0.5413 -3.4619 -6.2403
F -0.0699 -4.4714 -6.9381
F 0.5186 -2.9002 -5.7611
F -1.2718 -2.6815 -7.0760
S -1.6000 -4.2249 -4.7786
O -1.9444 -3.0420 -3.9671
O -2.7711 -4.8913 -5.4881
O -0.7953 -5.2817 -4.0742
C 4.5050 -0.5109 -3.3752
F 5.5487 -0.7118 -4.2122
F 4.3902 0.8086 -3.2377
F 3.3347 -0.9969 -3.8544
S 4.8375 -1.3839 -1.6825
O 6.2570 -1.3301 -1.5629
O 4.1428 -0.5166 -0.7914
O 4.2909 -2.7310 -1.8051
C -5.4012 -2.6425 1.4862
F -4.9994 -3.8828 1.3342
F -6.4329 -2.5804 2.3550
F -4.4249 -1.8167 1.9180
S -5.9670 -1.9803 -0.2481
O -6.7552 -2.9728 -0.9703
O -6.7394 -0.7213 0.0287
O -4.6732 -1.7202 -0.8379
C -0.4640 4.6224 1.8707
F -1.7479 4.9198 2.2377
F -0.1453 5.5027 0.9336
F 0.4281 4.5737 2.9507
S -0.3522 2.7856 1.1414
O -1.3380 2.6892 0.1053
O 1.0015 2.5711 0.5639
O -0.6168 1.8877 2.3116
```

Computed properties:
* E_tot: -205641.4138 eV
* ΔE to the lowest compared entry with this formula, charge and spin: 1.493 eV
* net charge: +2

No. 4
Entry from the Open Molecules 2025 dataset: a molecular structure, C11H14BF3MnN6O3S in a non-equilibrium geometry (wB97M-V/def2-TZVPD).

```
40
C11H14BF3MnN6O3S | the Open Molecules 2025 dataset | wB97M-V/def2-TZVPD
H 0.9760 3.5393 0.7322
N 0.6876 1.9834 -0.6797
B 0.2729 0.5934 -2.7815
N 0.6270 1.9305 -2.0636
C 0.8224 3.1692 -2.5451
Mn 0.4434 0.3796 0.4074
H 0.8179 3.3283 -3.6113
C 1.0015 4.0466 -1.4760
H 1.1698 5.1040 -1.5244
C 0.9097 3.2678 -0.3124
H 0.2973 0.7043 -3.9666
C -2.4303 -2.8654 2.9001
H -2.0260 -3.4262 3.7504
H -1.6211 -2.2984 2.4296
H -2.8596 -3.5654 2.1777
N -1.1382 0.1719 -2.2574
N 1.2270 -0.5292 -2.2770
N -1.3371 0.0273 -0.8903
N 1.3805 -0.7479 -0.9144
C -2.2762 -0.1248 -2.9125
C 1.8855 -1.4873 -2.9514
H -2.3012 -0.0765 -3.9900
H 1.8709 -1.4831 -4.0295
C -3.2523 -0.4550 -1.9724
C 2.4895 -2.3470 -2.0348
C -2.6237 -0.3390 -0.7158
C 2.1548 -1.8526 -0.7644
H -4.2709 -0.7338 -2.1698
H 3.0843 -3.2136 -2.2540
H -3.0446 -0.4937 0.2702
H 2.4115 -2.2205 0.2183
H -3.1961 -2.1782 3.2417
F 1.0195 0.4926 6.0012
C 0.8003 -0.1845 4.8531
F 1.5643 -1.3009 4.8475
F -0.5033 -0.5607 4.8050
S 1.2093 0.8496 3.3557
O 0.2909 1.9677 3.3702
O 2.6279 1.0862 3.4489
O 0.8388 -0.1581 2.2852
```

Computed properties:
* E_tot: -77705.0835 eV
* ΔE to the lowest compared entry with this formula, charge and spin: 0.134 eV
* <S²>: 8.7560
* 2S+1: 6

No. 5
Entry from the Open Molecules 2025 dataset: 2 unconnected molecules or ions with the total composition C6H9N in a non-equilibrium geometry (wB97M-V/def2-TZVPD).

```
16
C6H9N | the Open Molecules 2025 dataset | wB97M-V/def2-TZVPD
C 1.4333 -0.4884 0.2801
C 2.7968 -0.8080 0.6329
C -2.4651 0.6447 0.1475
C 0.6021 0.4533 -0.6752
C 0.1694 -0.7206 0.1078
C -2.9549 0.2362 -1.0048
N -2.0912 1.5239 0.9090
H 3.2677 -1.7288 0.3031
H 2.9669 -1.0274 1.7880
H 0.4170 1.3958 -0.2240
H 0.4563 0.4269 -1.7124
H -0.6028 -1.3988 0.2977
H -3.6051 -0.4531 -0.8892
H -2.5840 0.6077 -1.8875
H 3.4879 -0.0156 0.3927
H -1.2944 1.3523 1.5343
```

Computed properties:
* E_tot: -7849.0283 eV
* ΔE to the lowest compared entry with this formula, charge and spin: 3.837 eV
* <S²>: 2.0103
* 2S+1: 3

No. 6
Entry from the Open Molecules 2025 dataset: 2 unconnected molecules or ions with the total composition CH2N2O3S in a non-equilibrium geometry (wB97M-V/def2-TZVPD).

```
9
CH2N2O3S | the Open Molecules 2025 dataset | wB97M-V/def2-TZVPD
C 4.8861 1.1486 -0.0195
N 4.9074 -0.2944 0.2950
N -1.2916 0.2051 -0.0897
O 5.0391 1.3943 -1.2109
O 4.8976 1.8831 1.0162
O 4.5229 -2.7484 0.1659
S 3.8941 -1.4418 -0.1008
H -0.2040 0.4804 -0.1724
H -1.3722 -0.8075 0.2667
```

Computed properties:
* E_tot: -21024.3850 eV
* ΔE to the lowest compared entry with this formula, charge and spin: 1.493 eV
* net charge: -2